Record 1
# C12H45FeO11

C12H45FeO11 as an isolated structure at a distorted geometry (the ωB97M-V functional and the def2-TZVPD basis, OMol25).

As for the relative energy (zero: lowest compared OMol25 entry of this formula, charge and spin): 30.72 kJ/mol. The value obtained for the HOMO energy (spin up / spin down) is -5.63 / -8.88 eV. As for the HOMO-LUMO gap (spin up / spin down): 5.530 / 8.735 eV. The multiplicity is 6.

Structure (XYZ):
```
69
Properties=species:S:1:pos:R:3:forces:R:3
Fe 0.8232 -3.0172 0.7019 0.3 1.0 -0.7
C -0.4311 0.6270 -0.0813 -0.7 0.3 0.5
C 0.5262 -0.2469 -0.9064 0.2 -0.1 0.3
O 1.2952 -1.1994 -0.1929 -0.3 -0.2 0.4
H -1.4218 0.7930 -0.5045 0.0 -0.5 -0.5
H -0.1183 1.6596 0.0730 0.7 0.0 0.1
H -0.6591 0.2330 0.9091 0.3 -0.4 0.1
H 1.1807 0.4630 -1.4121 0.4 0.0 -0.2
H -0.0371 -0.7232 -1.7088 -0.4 -0.3 0.0
C -0.5570 3.9641 2.2589 -1.8 0.9 0.2
C 0.5526 4.6923 3.0066 0.7 -1.2 -1.4
O 1.7364 3.8772 2.7919 -0.2 0.2 0.6
H -0.4614 3.7116 1.2029 1.1 -0.1 0.1
H -1.4315 4.6100 2.1812 -0.2 0.5 0.3
H -1.0041 3.1129 2.7724 0.6 -0.3 0.2
H 0.3366 4.8429 4.0644 -0.1 -0.2 0.0
H 0.7726 5.6587 2.5532 -0.3 0.1 0.0
H 2.1890 3.7430 3.6278 0.1 0.1 0.0
C -4.4724 -1.4735 -3.1324 -0.8 -0.2 -0.9
C -3.2672 -0.6088 -3.1966 0.9 -0.1 1.2
O -2.2028 -1.1679 -3.9410 0.2 0.2 -0.7
H -4.2356 -2.4291 -2.6646 0.0 -0.1 -0.1
H -4.8121 -1.6107 -4.1590 -0.3 -0.4 0.0
H -5.2914 -1.0149 -2.5783 0.1 0.1 0.1
H -2.9320 -0.5448 -2.1614 0.2 0.7 0.3
H -3.4542 0.3843 -3.6052 0.0 -0.1 0.0
H -1.9349 -2.0131 -3.5730 -0.1 -0.1 0.1
C 4.0881 -5.5082 1.4684 -0.1 -0.4 0.7
C 4.0883 -4.0223 1.8061 1.8 -0.8 -1.9
O 2.8725 -3.3575 1.5629 -0.8 -0.7 0.6
H 5.0615 -5.8513 1.1179 0.2 0.5 -0.2
H 3.3762 -5.7387 0.6758 -0.1 0.0 0.2
H 3.9545 -6.1380 2.3480 -0.7 0.0 0.0
H 4.7918 -3.6375 1.0678 0.2 0.5 0.0
H 4.5566 -3.8125 2.7677 -0.6 0.0 0.4
H 3.0651 -2.4514 1.8151 0.0 0.9 0.1
C -3.7801 0.6431 1.2571 0.6 -0.5 -0.5
C -3.2327 -0.5172 2.1058 0.0 1.0 -1.2
O -4.3242 -1.0905 2.7211 -0.9 -0.8 2.1
H -2.9886 1.3294 0.9559 -0.1 0.0 -0.3
H -4.5676 1.2019 1.7627 0.2 -0.1 0.4
H -4.2586 0.1755 0.3966 0.1 0.3 -0.4
H -2.4925 -0.1124 2.7960 -0.4 -0.2 0.7
H -2.7003 -1.2999 1.5654 0.2 0.3 -0.6
H -4.8695 -1.6165 2.1316 0.3 0.1 -0.3
C -0.1784 3.0604 -4.0761 -0.1 0.4 -1.5
C -0.0750 3.4884 -2.6635 0.4 -1.4 1.6
O 1.2773 3.8426 -2.4095 0.4 0.8 -0.4
H -1.1999 3.0127 -4.4532 -0.1 0.1 0.2
H 0.2926 2.1258 -4.3808 0.2 -0.1 0.6
H 0.3295 3.8364 -4.6488 0.0 0.1 -0.3
H -0.2339 2.6621 -1.9706 -0.7 -0.3 -0.1
H -0.8061 4.2484 -2.3877 0.1 0.5 -0.2
H 1.4442 3.8807 -1.4649 -0.1 0.0 0.0
O 0.8605 0.3536 3.7718 0.0 0.0 -0.1
H 0.6825 0.6875 4.6510 0.0 -0.1 0.3
H 0.4344 0.9798 3.1865 0.0 0.4 -0.3
O 3.4586 -0.8191 1.6254 0.5 0.3 0.5
H 3.8961 0.0012 1.8530 0.2 0.0 0.3
H 2.8850 -0.5903 0.8941 -0.9 -0.2 -0.9
O 3.2806 -2.3596 -2.1747 0.5 -0.4 0.0
H 3.6574 -1.7152 -2.7739 0.0 0.1 -0.3
H 2.6798 -1.8550 -1.6264 -0.5 0.2 0.6
O 0.5743 -2.0953 2.6649 -0.2 -0.8 -0.2
H -0.1544 -2.3905 3.2108 -0.2 -0.3 0.1
H 0.6577 -1.1619 2.8600 0.4 0.7 0.2
O 1.3010 -1.4364 -4.1654 0.3 -0.1 -0.2
H 0.7532 -1.0206 -4.8311 -0.2 0.1 -0.2
H 0.8539 -1.2546 -3.3388 -0.1 0.0 0.2
```
Forces are in eV/Å.

---

Record 2
# C12H46F6O11P

A 12-piece molecular cluster, C12H46F6O11P overall at a distorted geometry (the ωB97M-V functional and the def2-TZVPD basis, OMol25).

The value obtained for the HOMO energy is -7.51 eV. As for the HOMO-LUMO gap: 10.062 eV. The multiplicity is 1. Its charge is -1.

Structure (XYZ):
```
76
Properties=species:S:1:pos:R:3:forces:R:3
P -0.6978 0.1395 -0.4742 0.2 -1.0 -0.4
F -1.1689 -0.8821 -1.6363 -0.1 0.2 0.2
F -1.9864 -0.3637 0.4353 0.6 0.5 0.1
F 0.1768 -1.0564 0.2080 -0.2 0.0 0.2
F -0.2246 1.1383 0.6799 0.0 0.0 0.4
F 0.6071 0.4879 -1.3858 -0.4 0.7 0.3
F -1.5484 1.3273 -1.1327 0.1 -0.2 0.1
C -2.1062 4.6472 3.4077 0.3 0.6 0.4
C -1.2318 3.9836 2.3713 -0.2 0.7 -0.2
O -1.0745 4.8689 1.2615 0.4 -0.4 0.3
H -3.0166 5.1081 3.0223 -0.3 -0.7 -0.2
H -1.5974 5.5161 3.8386 0.3 -0.2 0.0
H -2.2673 3.9374 4.2208 -0.4 0.1 0.0
H -1.6550 3.0377 2.0240 0.0 -0.1 0.1
H -0.2693 3.8040 2.8624 0.1 -0.3 -0.2
H -0.3214 4.5051 0.7667 -0.1 0.3 -0.3
C 4.5005 -0.5543 2.2734 -0.1 -0.6 0.3
C 3.4669 -1.6437 2.0228 0.0 0.8 -1.4
O 2.9776 -1.4491 0.6726 -0.3 -0.2 0.7
H 4.0356 0.4298 2.3086 0.0 0.0 0.2
H 5.2089 -0.5316 1.4463 0.1 -0.2 0.0
H 5.0189 -0.8031 3.2034 0.1 0.4 0.0
H 2.6022 -1.5771 2.6835 0.3 -0.2 0.3
H 3.9170 -2.6366 2.0494 0.0 0.0 0.2
H 2.0620 -1.1506 0.7507 0.0 -0.1 -0.3
C 3.2332 2.6308 -0.2521 1.2 -0.6 -0.2
C 2.1921 3.3748 -1.0431 -0.4 0.1 0.8
O 1.0154 3.4573 -0.2239 -0.2 0.2 -0.5
H 2.9756 1.5758 -0.1311 -0.1 0.0 -0.2
H 3.4330 2.9979 0.7557 -0.4 0.5 -0.1
H 4.2088 2.6540 -0.7539 -0.1 -0.1 -0.1
H 1.9636 2.8954 -1.9977 0.1 -0.2 0.1
H 2.5022 4.3943 -1.2779 -0.1 0.0 0.2
H 0.6239 2.5730 -0.1774 0.1 0.3 0.0
C -0.1171 -0.8418 3.8380 0.7 -0.8 -1.3
C -1.1295 -1.9266 3.4913 -1.4 1.9 1.3
O -2.0672 -1.8506 4.5913 -0.2 -1.4 0.2
H 0.3859 -1.0583 4.7794 0.1 -0.2 -0.1
H -0.5414 0.1547 3.9496 -0.3 -0.1 -0.3
H 0.5670 -0.8754 2.9814 0.4 0.6 0.4
H -0.7198 -2.9279 3.3808 0.1 0.0 0.4
H -1.6938 -1.7080 2.5826 0.4 0.0 -0.3
H -2.6903 -1.1278 4.4679 0.1 0.0 -0.4
C -0.2815 0.4857 -4.5946 0.3 1.4 -1.0
C 0.8661 0.0800 -5.5186 0.5 -0.5 1.3
O 1.7967 1.1748 -5.5891 -0.5 0.2 -0.2
H -0.8448 1.2793 -5.0950 -0.2 -0.1 0.0
H 0.1855 0.9838 -3.7455 -0.1 -0.3 0.2
H -0.9721 -0.2834 -4.2686 0.2 -0.3 -0.1
H 0.6083 -0.2505 -6.5244 -0.4 0.0 0.0
H 1.3749 -0.7232 -4.9756 0.1 -0.3 -0.4
H 2.5323 0.8932 -6.1379 0.0 0.0 0.0
C -1.1117 -4.4414 -0.2995 0.4 1.3 -0.4
C 0.2330 -5.0660 -0.0503 0.6 0.0 0.7
O 0.0568 -6.3287 0.6091 0.0 -0.1 -0.1
H -0.9631 -3.5826 -0.9630 0.0 -0.2 -0.3
H -1.4567 -3.9164 0.5933 -0.3 -0.6 0.2
H -1.8637 -5.0857 -0.7449 0.1 -0.2 0.2
H 0.8104 -4.3985 0.6040 -0.1 0.0 0.1
H 0.9022 -5.1717 -0.9097 -0.6 -0.2 -0.4
H 0.8380 -6.8605 0.4397 0.0 0.0 0.1
O -2.3840 -2.5774 -3.3568 0.2 0.1 0.0
H -1.8773 -2.0094 -2.7517 -0.4 -0.3 -0.3
H -2.9123 -1.9629 -3.8767 0.0 0.0 0.1
O -3.3172 1.5933 -3.4700 0.1 0.0 0.0
H -2.6780 2.1913 -3.8690 0.0 0.0 0.1
H -2.8775 1.2713 -2.6683 -0.3 0.0 -0.1
O -3.7842 0.5173 2.8745 0.2 -0.1 0.0
H -4.5274 0.5276 2.2644 0.0 0.0 0.0
H -3.0145 0.3539 2.3126 0.0 0.1 -0.1
O 2.7870 -1.0951 -2.0942 0.0 0.0 0.0
H 1.8959 -0.7254 -2.0606 0.2 0.0 -0.1
H 3.0064 -1.2108 -1.1552 0.1 -0.1 -0.2
O -4.1971 -0.1086 -0.9992 0.2 -0.4 0.3
H -4.8650 0.2599 -0.4147 0.0 0.0 -0.1
H -3.5151 -0.4873 -0.4053 -0.6 0.4 -0.6
```
Forces are in eV/Å.

---

Record 3
# C12H48B3O14Pd2PtS2Sr

C12H48B3O14Pd2PtS2Sr as an isolated structure at a distorted geometry (the ωB97M-V functional and the def2-TZVPD basis, OMol25).

The value obtained for the HOMO energy (spin up / spin down) is -3.42 / -9.02 eV. As for the HOMO-LUMO gap (spin up / spin down): 2.903 / 5.924 eV. The multiplicity is 8.

Structure (XYZ):
```
83
Properties=species:S:1:pos:R:3:forces:R:3
Pt -2.8460 -0.3742 0.9807 -1.1 -0.3 0.0
Sr -0.4825 -3.0109 -0.6899 0.1 -0.5 -0.4
Pd -1.9940 2.1337 -1.8041 0.0 0.8 0.3
Pd 1.5712 1.4047 2.1874 0.1 0.1 -0.2
B -3.6406 0.6451 -1.2004 -0.1 0.6 -0.9
H -2.6306 0.2677 -1.1592 3.9 -1.6 -0.6
H -4.2230 0.0252 -0.5366 -2.6 -2.2 2.6
H -3.6300 1.6459 -0.7971 -0.7 4.1 1.7
H -4.0108 0.6537 -2.2139 -1.7 -0.6 -3.4
B -2.9869 -2.5016 0.0255 -0.7 -0.1 -0.4
H -3.9215 -2.2774 0.5159 -4.1 0.5 1.5
H -2.8849 -1.9119 -0.8723 0.6 1.6 -3.6
H -2.2281 -2.2391 0.7463 3.2 0.1 2.7
H -2.9021 -3.5538 -0.1978 0.1 -3.9 -0.4
B 0.8333 -0.3891 3.4688 0.2 0.1 -0.4
H 1.9016 -0.4344 3.3242 4.1 -0.7 -0.8
H 0.6049 -1.0838 4.2622 -0.8 -2.5 2.7
H 0.6036 0.5792 3.8856 -1.3 3.9 2.0
H 0.2621 -0.4929 2.5593 -1.8 -0.7 -3.1
S -1.5064 2.6952 1.4177 -4.8 2.3 1.7
O -0.1859 2.3757 1.8749 3.3 -0.8 1.1
O -2.4032 1.5225 1.4834 0.0 1.1 1.0
O -2.0543 3.7714 2.2286 0.6 -0.8 -0.2
O -1.4562 3.1316 0.0371 0.3 1.0 -2.7
S 0.2433 0.0632 -0.5203 -0.5 0.4 -2.0
O -0.2659 1.2208 -1.2337 2.0 0.7 -0.7
O 1.3775 0.4260 0.3647 0.4 -0.8 -1.2
O -0.8708 -0.4602 0.2400 0.6 -1.6 1.5
O 0.5787 -0.9782 -1.5317 1.1 0.4 1.1
C -2.5010 -0.8024 5.2374 -0.4 -1.4 -0.7
C -2.4364 -1.7598 3.9842 0.3 2.6 0.7
O -2.0374 -0.8534 2.9460 -0.5 -0.3 -0.2
H -3.0035 -1.3444 6.0384 0.2 0.3 0.4
H -3.0600 0.0991 4.9865 -0.2 -0.2 -0.1
H -1.5014 -0.4641 5.5102 0.0 -0.3 0.2
H -3.4234 -2.1057 3.6773 0.3 -0.5 0.3
H -1.6212 -2.4817 4.0348 -0.6 -0.6 0.4
H -1.1742 -0.5031 3.1779 0.3 0.3 -0.2
C 1.5986 -4.5408 2.3070 0.9 -2.2 -0.9
C 0.3009 -3.8571 2.5874 1.8 -0.2 0.8
O 0.2712 -2.7932 1.6946 -0.7 1.0 -1.2
H 1.7939 -5.4171 2.9252 -0.2 0.0 0.4
H 2.4827 -3.9080 2.3847 -0.3 0.4 0.3
H 1.6405 -4.9459 1.2960 -0.1 0.1 -0.3
H 0.5357 -3.5285 3.5998 -1.4 0.4 0.4
H -0.6193 -4.4264 2.4559 0.2 -0.3 0.4
H 0.5229 -1.9658 2.1112 0.0 0.5 0.3
C -0.3199 4.8793 -4.3898 1.3 1.1 -0.4
C 0.4926 4.3141 -3.1940 -0.4 0.6 -2.6
O -0.4838 3.8682 -2.3370 -1.3 -0.8 1.9
H -0.7936 5.8115 -4.0820 -0.5 -0.3 0.3
H -1.0338 4.2107 -4.8707 0.0 -0.3 0.6
H 0.3069 5.2535 -5.1993 0.5 -0.3 -0.1
H 1.0995 5.0864 -2.7215 0.1 0.0 -0.1
H 1.1295 3.4918 -3.5198 0.1 -0.1 0.1
H -0.4589 4.3325 -1.4971 -0.1 -0.2 0.4
C -1.8327 -0.6730 -4.1311 1.1 0.1 -0.5
C -1.4867 0.7696 -4.5864 0.4 -2.1 0.7
O -2.4259 1.5946 -3.9562 -0.4 1.8 -0.3
H -2.8861 -0.9532 -4.1297 -0.1 0.4 -0.4
H -1.5033 -0.8200 -3.1025 0.1 0.0 0.0
H -1.2825 -1.3497 -4.7849 0.0 -0.3 0.2
H -1.4353 0.8558 -5.6718 -0.4 0.3 0.0
H -0.5095 1.0611 -4.2014 0.1 -0.1 0.0
H -3.2734 1.4642 -4.3877 -0.3 0.0 0.4
C 4.8335 -0.7558 3.2890 0.4 -0.5 -0.9
C 4.3118 -0.3305 1.9236 1.1 -0.7 1.1
O 3.7966 0.9851 1.9994 -1.3 0.8 -0.3
H 5.6989 -0.1977 3.6464 -0.3 0.4 0.2
H 5.2295 -1.7558 3.1118 -0.1 -0.3 0.4
H 3.9601 -0.7924 3.9400 0.5 0.0 0.4
H 3.5416 -1.0842 1.7597 -0.4 0.7 -0.8
H 5.0854 -0.3382 1.1558 -0.1 -0.2 -0.1
H 4.4088 1.5574 2.4675 0.2 -0.1 0.1
C 3.3143 0.7404 -2.7154 1.1 1.0 -0.5
C 3.1297 -0.0511 -4.0049 -0.6 0.2 1.3
O 1.7844 -0.4687 -4.1513 0.0 0.3 -1.0
H 3.0729 0.2982 -1.7488 0.0 -0.2 -0.3
H 2.8723 1.7337 -2.7946 -0.9 -0.2 0.0
H 4.3474 1.0847 -2.7633 0.6 -0.5 0.6
H 3.8000 -0.9091 -4.0541 0.1 -0.1 0.0
H 3.4215 0.6599 -4.7778 -0.4 -0.3 -0.5
H 1.4677 -0.8293 -3.3199 0.0 0.0 0.4
```
Forces are in eV/Å.